# 1
Molecular formula: C5H10NO2Si
Method: DFT, ωB97M-V/def2-TZVPD

The calculation puts the energy relative to the best compared isomer or geometry (same formula, charge and spin) at 29.43 kJ/mol. The highest occupied orbital energy comes out at -3.4 eV. For the HOMO-LUMO gap, the calculation gives 7.020 eV.

```
! RIJCOSX wB97M-V def2-TZVPD def2/J DEFGRID3
* xyz -1 1
C -2.91 0.01 -0.33
C 0.27 1.60 0.26
C -0.79 1.30 -0.79
C 1.46 0.58 0.09
C -1.45 0.03 -0.22
N 1.04 -0.69 0.65
O -3.79 -0.31 -1.08
O -2.48 0.25 0.91
Si 1.63 -2.18 0.41
H 0.73 2.62 0.27
H -0.17 1.52 1.34
H -1.51 2.03 -1.01
H -0.33 0.81 -1.68
H 1.82 0.60 -0.92
H 2.27 1.08 0.57
H -0.73 -0.71 0.06
H 1.11 -3.05 -0.72
H 0.68 -2.89 1.43
H 3.15 -2.59 0.80
*
```

***

# 2
Molecular formula: C5H10NO3
Method: DFT, ωB97M-V/def2-TZVPD

The calculation puts the energy relative to the best compared isomer or geometry (same formula, charge and spin) at 227.76 kJ/mol. The highest occupied orbital energy comes out at -4.4 eV. For the HOMO-LUMO gap, the calculation gives 8.261 eV.

```
! RIJCOSX wB97M-V def2-TZVPD def2/J DEFGRID3
* xyz -1 1
O 1.83 -2.46 0.41
C 1.70 -1.39 1.05
O 1.11 -1.19 2.13
C 2.16 -0.14 0.20
C 0.98 0.50 -0.68
C -0.06 1.08 0.29
C -1.51 -0.73 0.52
N -1.40 0.45 0.10
H 2.99 -0.44 -0.44
H 2.58 0.65 0.83
H 1.36 1.33 -1.26
H 0.63 -0.31 -1.31
H 0.35 1.23 1.28
H -0.30 2.08 -0.18
H -2.47 -1.31 0.43
H -0.71 -1.31 1.13
H -3.59 0.44 -0.98
H -2.34 0.81 -1.66
O -3.29 0.73 -1.85
*
```

***

# 3
Molecular formula: C5H10NOS
Method: DFT, ωB97M-V/def2-TZVPD

The calculation puts the energy relative to the best compared isomer or geometry (same formula, charge and spin) at 66.89 kJ/mol. The highest occupied orbital energy comes out at -2.6 eV. The SMILES is CN(C)C(=O)CC[S-]. For the HOMO-LUMO gap, the calculation gives 6.243 eV.

```
! RIJCOSX wB97M-V def2-TZVPD def2/J DEFGRID3
* xyz -1 1
C 1.03 1.22 -0.18
C 2.36 0.55 -0.56
S 2.66 -0.99 0.35
C -0.23 0.58 -0.67
N -1.03 -0.12 0.21
C -0.56 -0.92 1.35
C -2.28 -0.61 -0.37
O -0.52 0.70 -1.85
H 1.04 1.32 0.91
H 1.02 2.23 -0.62
H 3.14 1.29 -0.36
H 2.37 0.41 -1.65
H -1.42 -1.43 1.77
H -0.06 -0.35 2.14
H 0.25 -1.54 0.97
H -2.50 -0.21 -1.35
H -2.30 -1.70 -0.54
H -2.98 -0.44 0.45
*
```

***

# 4
Molecular formula: C5H10NOS
Method: DFT, ωB97M-V/def2-TZVPD

The calculation puts the energy relative to the best compared isomer or geometry (same formula, charge and spin) at 109.39 kJ/mol. The highest occupied orbital energy comes out at -2.6 eV. The SMILES is CN(C)C(=O)CC[S-]. For the HOMO-LUMO gap, the calculation gives 6.417 eV.

```
! RIJCOSX wB97M-V def2-TZVPD def2/J DEFGRID3
* xyz -1 1
C 0.59 -1.18 0.73
C -0.61 -0.85 1.66
S -2.04 -0.45 0.59
C 1.06 0.17 0.22
N 0.94 0.45 -1.14
C 0.28 -0.53 -2.03
C 0.47 1.83 -1.44
O 1.60 0.97 0.96
H 0.50 -1.95 -0.02
H 1.47 -1.49 1.33
H -0.79 -1.60 2.44
H -0.34 0.01 2.28
H -0.03 -0.03 -2.94
H 0.99 -1.35 -2.24
H -0.51 -1.07 -1.53
H 1.20 2.46 -0.92
H -0.59 1.88 -1.21
H 0.90 2.04 -2.43
*
```

***

# 5
Molecular formula: C5H10NS
Method: DFT, ωB97M-V/def2-TZVPD

The calculation puts the energy relative to the best compared isomer or geometry (same formula, charge and spin) at 0.00 kJ/mol. The highest occupied orbital energy comes out at -13.9 eV. For the HOMO-LUMO gap, the calculation gives 10.022 eV.

```
! RIJCOSX wB97M-V def2-TZVPD def2/J DEFGRID3
* xyz 1 1
C -0.51 0.78 -0.11
C 1.31 -0.65 -0.51
C 1.71 0.57 -1.33
C -1.81 1.20 0.45
C -0.49 -1.35 1.07
N 0.07 -0.36 0.19
S 0.32 1.76 -1.22
H 1.15 -1.53 -1.15
H 2.08 -0.91 0.22
H 2.60 1.07 -0.94
H 1.88 0.34 -2.38
H -1.73 1.34 1.53
H -2.58 0.45 0.28
H -2.12 2.14 0.01
H -1.19 -2.00 0.53
H -1.01 -0.89 1.90
H 0.32 -1.97 1.46
*
```

***

# 6
Molecular formula: C5H10NS
Method: DFT, ωB97M-V/def2-TZVPD

The calculation puts the energy relative to the best compared isomer or geometry (same formula, charge and spin) at 221.11 kJ/mol. The highest occupied orbital energy comes out at -14.0 eV. For the HOMO-LUMO gap, the calculation gives 9.014 eV.

```
! RIJCOSX wB97M-V def2-TZVPD def2/J DEFGRID3
* xyz 1 1
C -1.64 -0.48 -0.16
C -0.23 -1.20 -0.03
C 1.99 0.25 0.37
C -1.52 0.43 -1.30
C 0.72 -0.07 -0.33
N 1.32 0.96 1.42
S 0.19 1.16 -1.27
H -2.48 -1.12 -0.30
H -1.66 0.08 0.85
H -0.13 -1.72 0.90
H -0.09 -1.95 -0.79
H 2.30 -0.74 0.83
H 2.76 0.76 -0.12
H -1.49 -0.22 -2.08
H -2.26 1.32 -1.47
H 1.27 0.73 2.43
H 0.95 1.79 1.06
*
```

***

# 7
Molecular formula: C5H10NS
Method: DFT, ωB97M-V/def2-TZVPD

The calculation puts the energy relative to the best compared isomer or geometry (same formula, charge and spin) at 262.75 kJ/mol. The highest occupied orbital energy comes out at -12.9 eV. For the HOMO-LUMO gap, the calculation gives 9.544 eV.

```
! RIJCOSX wB97M-V def2-TZVPD def2/J DEFGRID3
* xyz 1 1
C -1.10 0.85 -1.01
C -2.42 1.09 -0.59
C -0.85 -0.29 -0.03
C -0.42 -1.69 -0.44
C 1.29 0.85 0.74
N 0.10 -0.01 1.12
S -2.56 -0.27 0.57
H -0.54 1.16 -1.80
H -3.27 1.68 -0.97
H -0.82 -2.36 0.37
H 0.63 -1.65 -0.24
H -0.66 -2.03 -1.46
H 2.29 0.43 1.11
H 1.28 1.03 -0.37
H 1.12 1.82 1.29
H -0.43 0.50 1.78
H 0.39 -0.86 1.63
*
```

***

# 8
Molecular formula: C5H10NSi2
Method: DFT, ωB97M-V/def2-TZVPD

The calculation puts the energy relative to the best compared isomer or geometry (same formula, charge and spin) at 392.15 kJ/mol. The highest occupied orbital energy comes out at -12.4 eV. For the HOMO-LUMO gap, the calculation gives 7.065 eV.

```
! RIJCOSX wB97M-V def2-TZVPD def2/J DEFGRID3
* xyz 1 1
C -2.43 1.21 0.88
C -1.61 0.26 1.45
C -2.26 1.50 -0.50
C -0.52 -0.22 0.79
C -1.15 0.86 -1.13
N -0.29 0.14 -0.46
Si 2.93 -2.19 0.53
Si 1.59 -0.15 -1.08
H -3.04 1.84 1.60
H -1.57 0.17 2.51
H -2.80 2.25 -1.05
H 0.13 -0.94 1.05
H 3.20 -2.49 1.90
H -0.92 1.03 -2.23
H 3.40 -3.54 -0.10
H 1.86 -1.50 -1.80
H 1.94 0.91 -0.09
H 1.54 0.84 -2.28
*
```